No. 1
C17H28CrNO2P2 as an isolated structure at a distorted geometry. Source: OMol25; level of theory: ωB97M-V/def2-TZVPD.

Geometry as XYZ:
```
51
Properties=species:S:1:pos:R:3:forces:R:3
Cr -0.1468 0.6810 0.0451 -0.10 1.46 -2.51
P 0.3343 0.7489 2.1960 -0.11 -0.73 2.82
C 1.4491 -0.7361 2.3197 -0.05 0.39 0.45
C 1.2180 -1.6989 1.2079 0.91 -0.27 -1.44
N 0.7329 -1.1811 0.0509 0.51 -1.64 -0.43
C 0.7127 -1.9222 -1.0828 0.11 0.09 0.25
C 1.1372 -3.2546 -1.0839 0.01 0.09 -0.23
C 1.6450 -3.8166 0.0908 -0.14 0.47 0.17
C 1.7403 -2.9918 1.2219 -0.56 -0.55 0.22
C 0.1876 -1.2581 -2.3703 -0.12 -0.56 -0.24
P 0.4492 0.5626 -2.5621 -0.38 -1.02 0.42
H 2.1414 -3.3666 2.1630 -0.01 -0.01 -0.29
H 1.0830 -3.8269 -2.0158 0.02 0.17 0.43
H 1.9571 -4.8732 0.1238 -0.08 0.73 -0.03
H 0.7135 -1.7104 -3.2382 -0.62 -0.08 0.44
H -0.9130 -1.4330 -2.4433 0.73 0.03 -0.06
H 2.4570 -0.3350 2.2374 0.20 0.05 -0.28
H 1.4968 -1.2339 3.2885 -0.54 0.04 0.13
H 3.4719 0.7630 0.7853 -0.16 0.91 0.58
O 4.1029 0.6972 1.5362 -0.74 -0.46 -1.56
H 4.4912 -0.0966 1.1534 1.05 -0.37 0.69
H 1.3080 1.5152 -1.4099 1.16 1.22 1.22
O 2.0207 1.5829 -0.6367 0.81 0.32 1.42
H 2.5747 2.3755 -0.4272 -1.16 -0.61 -0.76
C 2.0357 0.6988 -3.4422 -0.09 -0.04 -0.13
H 2.1342 -0.0789 -4.2072 0.05 0.26 0.03
H 2.0839 1.6985 -3.8882 0.12 -0.22 -0.03
H 2.8273 0.6142 -2.6860 -0.16 -0.08 -0.39
C -0.8685 1.2458 -3.5137 -0.65 -0.20 -1.29
H -0.7478 2.3367 -3.5770 -0.03 -0.36 -0.02
H -0.8321 0.7985 -4.5209 -0.35 0.38 0.17
H -1.8320 1.0168 -3.0329 0.32 0.10 -0.11
C -1.0037 0.3539 3.3718 0.06 0.27 0.12
H -0.6152 0.1776 4.4058 -0.42 0.17 -0.83
H -1.6573 1.2521 3.3194 0.07 -0.78 0.32
H -1.5345 -0.5402 2.9755 0.20 0.68 0.38
C 1.2325 2.1590 2.8764 0.34 0.36 0.30
H 0.4944 2.9665 3.0028 0.26 -0.20 -0.01
H 1.7339 1.9715 3.8423 -0.26 0.00 -0.42
H 1.9806 2.4934 2.1420 -0.20 -0.10 0.32
C -4.9792 0.5120 0.2901 0.54 -0.24 -0.05
C -4.2713 1.7141 0.2751 0.01 0.14 -0.09
C -2.8780 1.7176 0.1328 -0.90 -0.06 0.11
C -2.1795 0.5197 0.0211 1.10 0.11 0.02
C -2.8756 -0.6852 0.0008 -0.81 0.22 0.12
C -4.2714 -0.6875 0.1442 0.04 -0.22 -0.13
H -6.0623 0.4992 0.4104 0.30 0.03 -0.04
H -4.8131 2.6508 0.3717 0.06 -0.07 0.00
H -2.3288 2.6591 0.1188 -0.23 -0.03 0.08
H -2.3259 -1.6188 -0.1165 -0.21 -0.03 0.10
H -4.8107 -1.6364 0.1342 0.09 0.25 0.02
```
Positions in Å, forces in eV/Å.

Properties
- frontier orbital gap (alpha / beta) (eV) = 7.1 / 8.4
- LUMO energy (alpha / beta) (eV) = -2.92 / -2.89
- net charge = +1
- multiplicity = 5



No. 2
A 2-piece molecular cluster, C5H10ClNO overall at a distorted geometry. Source: OMol25; level of theory: ωB97M-V/def2-TZVPD.

Geometry as XYZ:
```
18
Properties=species:S:1:pos:R:3:forces:R:3
C 0.4000 -0.9511 1.1873 0.40 0.14 0.58
C 0.5779 -0.0103 0.0762 0.63 0.85 0.36
C 1.8625 0.0073 -0.7201 -0.35 -0.15 0.03
C -0.1648 1.3053 0.1341 0.02 -0.35 0.03
C -3.4843 0.1359 -0.0536 0.58 0.33 0.27
N -3.0248 -0.9855 -0.5175 -0.12 -0.32 -0.26
O -0.2025 -1.1790 -0.0622 -0.75 -0.73 -1.02
Cl -5.2062 0.2441 -0.2125 -0.49 -0.19 -0.14
H 1.1911 -1.6447 1.4446 0.07 -0.04 0.00
H 2.5277 0.7790 -0.3355 0.05 0.01 -0.02
H 1.6331 0.2295 -1.7645 0.06 0.05 0.02
H 2.3605 -0.9581 -0.6812 0.07 -0.06 0.05
H -0.1828 1.7784 -0.8433 -0.03 0.10 -0.15
H 0.3434 1.9675 0.8332 0.03 0.11 0.00
H -1.1916 1.1524 0.4631 -0.02 0.06 0.03
H -0.2839 -0.7034 1.9904 -0.05 0.05 0.04
H -2.0153 -1.1308 -0.4735 -0.03 0.00 0.12
H -3.5871 -1.7262 -0.9347 -0.07 0.14 0.06
```
Positions in Å, forces in eV/Å.

Properties
- frontier orbital gap (eV) = 9.5
- LUMO energy (eV) = 0.89



No. 3
An isolated ion of composition C4H8N3O2 and charge -1 at a distorted geometry. Source: OMol25; level of theory: ωB97M-V/def2-TZVPD.

Geometry as XYZ:
```
17
Properties=species:S:1:pos:R:3:forces:R:3
C -1.5670 -0.7041 0.2954 -1.43 -8.02 0.40
C 2.4160 -0.1246 0.0239 -1.11 -1.51 2.73
C -1.1578 0.5762 0.6144 1.94 5.95 1.85
C 1.0761 0.1482 0.7860 5.57 -1.08 -2.57
N -1.3261 -1.2418 -1.1505 -0.28 1.05 1.49
N 0.1904 1.2908 -1.1332 -0.21 0.38 -2.44
N 0.1635 0.8059 0.1401 -3.49 1.63 0.30
O 3.3175 -0.5609 0.7865 0.14 0.45 -0.63
O 2.3927 -0.0708 -1.2287 0.56 0.38 -0.56
H -1.2084 -1.4506 1.1742 -0.19 1.22 -2.30
H -1.8123 1.3694 0.3135 -0.47 0.44 -1.23
H -2.6443 -0.8250 0.3865 -0.36 0.21 -0.11
H -1.0262 0.9707 1.6655 -0.74 -1.74 -0.05
H 0.9616 -0.0997 1.7824 -0.28 -0.28 1.81
H -0.5108 -1.8709 -1.2757 -0.19 0.58 0.91
H 1.1578 1.1236 -1.4646 -0.28 -0.24 -0.04
H -0.4228 0.6637 -1.7158 0.81 0.58 0.41
```
Positions in Å, forces in eV/Å.

Properties
- frontier orbital gap (alpha / beta) (eV) = 5.1 / 6.4
- LUMO energy (alpha / beta) (eV) = 3.78 / 2.41
- net charge = -1
- multiplicity = 3



No. 4
An isolated molecule of C3H6O. Source: OMol25; level of theory: ωB97M-V/def2-TZVPD.

Geometry as XYZ:
```
10
Properties=species:S:1:pos:R:3:forces:R:3
C 0.8408 0.3282 -1.0051 -0.07 0.10 -0.09
C -0.6731 0.2877 -1.0096 0.03 0.88 -0.33
C -0.7158 -0.3908 1.1329 0.20 -0.52 0.27
O -1.2014 0.5664 0.1822 -0.10 -0.27 -0.54
H 0.9514 0.9745 -1.8839 0.34 -0.01 0.01
H 1.3479 -0.6076 -1.2750 -0.31 0.09 0.01
H 1.3394 0.8089 -0.1493 -0.21 -0.25 -0.03
H -0.5284 -1.2933 0.5391 0.15 -0.18 0.69
H -1.5498 -0.5920 1.8041 0.21 0.11 0.08
H 0.1891 -0.0819 1.6647 -0.24 0.06 -0.07
```
Positions in Å, forces in eV/Å.

Properties
- frontier orbital gap (eV) = 8.7
- LUMO energy (eV) = 0.56



In kJ/mol, the energy relative to the best compared isomer or geometry (same formula, charge and spin) values for the records above are, in order, 0.00; 258.52; 0.00; 383.59.